No. 1
ORCA calculation (the ωB97M-V functional and the def2-TZVPD basis) on 2 unconnected molecules or ions with the total composition C9H17N2O4P in a non-equilibrium geometry.

The geometry in ORCA input format:
```
! RIJCOSX wB97M-V def2-TZVPD def2/J DEFGRID3
* xyz 0 1
C -2.723 0.398 -4.277
O -2.638 -1.009 -4.702
C -1.323 -1.603 -4.410
C -1.320 -2.543 -3.032
O -0.203 -2.052 -2.213
C -0.646 -1.156 -1.134
P 0.473 0.357 -0.815
N 1.674 0.566 -1.879
O 1.164 0.255 0.815
O -0.565 1.775 -0.833
H -3.678 0.486 -3.578
H -1.792 0.796 -3.688
H -2.921 1.158 -5.167
H -1.028 -2.342 -5.300
H -0.441 -0.805 -4.382
H -1.156 -3.674 -3.380
H -2.368 -2.539 -2.478
H -1.711 -0.740 -1.436
H -0.777 -1.759 -0.139
H 1.624 -0.224 -2.560
H 1.912 -0.414 0.835
H -1.504 1.393 -0.706
C 2.679 1.986 4.636
C 2.217 1.962 5.947
C 1.203 1.075 6.269
N 0.633 0.231 5.381
C 1.101 0.278 4.115
C 2.114 1.128 3.698
H 3.474 2.667 4.346
H 2.636 2.619 6.701
H 0.810 1.016 7.280
H 0.625 -0.408 3.420
H 2.452 1.121 2.668
*
```

Its total energy is -1104.84022 a.u. The HOMO energy comes out at -0.3399 Eh. The energy above the lowest of the compared OMol25 structures with the same formula, charge and spin is 648.6 kJ/mol. The SMILES is COCCOCP(=N)(O)O.c1ccncc1.

=====

No. 2
ORCA calculation (the ωB97M-V functional and the def2-TZVPD basis) on a molecular structure, C2H3OYb in a non-equilibrium geometry.

The geometry in ORCA input format:
```
! RIJCOSX wB97M-V def2-TZVPD def2/J DEFGRID3
* xyz 2 2
O -1.439 0.000 0.096
C -0.834 1.178 -0.147
Yb 1.336 0.076 0.108
H -2.415 -0.059 0.062
C -0.628 -1.339 0.007
H -0.976 -1.810 -0.921
H -1.004 -1.915 0.863
*
```

Its total energy is -1310.94010 a.u. The HOMO energy (spin up / spin down) comes out at -0.6938 / -0.7264 Eh. The energy above the lowest of the compared OMol25 structures with the same formula, charge and spin is 650.5 kJ/mol. The expectation value of S² is 0.82.

=====

No. 3
ORCA calculation (the ωB97M-V functional and the def2-TZVPD basis) on a single C2H8NO2P molecule in a non-equilibrium geometry.

The geometry in ORCA input format:
```
! RIJCOSX wB97M-V def2-TZVPD def2/J DEFGRID3
* xyz 0 1
C 1.405 1.124 -0.888
P 0.233 -0.188 -0.298
C 0.436 -0.784 1.416
O -0.011 -1.280 -1.244
O -1.156 0.690 -0.047
N -2.312 0.102 -0.477
H 0.937 1.665 -1.777
H 1.668 1.715 -0.007
H 2.368 0.701 -1.391
H 0.464 -1.858 1.416
H 1.210 -0.258 1.990
H -0.559 -0.682 2.010
H -2.707 -0.342 0.364
H -1.979 -0.604 -1.069
*
```

Its total energy is -627.56718 a.u. The HOMO energy comes out at -0.3402 Eh. The energy above the lowest of the compared OMol25 structures with the same formula, charge and spin is 233.2 kJ/mol. The SMILES is CP(C)(=O)ON.

=====

No. 4
ORCA calculation (the ωB97M-V functional and the def2-TZVPD basis) on a molecular structure, C18H48CaO22PS6 in a non-equilibrium geometry.

The geometry in ORCA input format:
```
! RIJCOSX wB97M-V def2-TZVPD def2/J DEFGRID3
* xyz -1 1
Ca -6.516 -9.351 14.709
P -3.779 -10.378 13.821
O -4.497 -8.935 13.999
O -2.603 -9.740 14.673
O -3.241 -9.848 12.457
O -5.099 -11.025 14.252
O -8.864 -6.365 17.379
S -9.251 -7.524 16.618
O -8.278 -8.266 15.861
O -9.963 -8.514 17.653
C -10.109 -9.892 17.236
C -11.252 -10.512 18.002
C -10.680 -7.154 15.558
H -9.213 -10.479 17.425
H -10.350 -9.944 16.175
H -11.160 -10.390 19.085
H -11.366 -11.584 17.846
H -12.188 -9.982 17.815
H -10.420 -6.473 14.751
H -11.490 -6.771 16.177
H -11.030 -8.105 15.157
O -7.174 -7.455 13.422
S -7.828 -6.280 12.906
O -9.220 -6.296 12.524
O -7.661 -5.152 14.094
C -8.337 -3.910 13.867
C -8.355 -3.073 15.130
C -6.831 -5.544 11.571
H -9.375 -4.113 13.596
H -7.837 -3.380 13.054
H -7.369 -2.658 15.339
H -8.672 -3.653 15.997
H -9.043 -2.231 15.049
H -6.049 -4.957 12.047
H -7.517 -4.947 10.972
H -6.424 -6.310 10.916
O -4.128 -8.699 18.363
S -5.478 -9.138 18.302
O -6.066 -9.514 17.042
O -5.675 -10.364 19.404
C -6.828 -11.181 19.254
C -7.750 -11.124 20.435
C -6.577 -7.907 19.103
H -6.460 -12.202 19.120
H -7.398 -10.992 18.341
H -7.198 -10.999 21.367
H -8.293 -12.071 20.448
H -8.469 -10.305 20.374
H -6.123 -7.798 20.086
H -7.566 -8.356 19.064
H -6.512 -6.963 18.570
O -8.001 -9.224 10.134
S -6.969 -9.920 10.862
O -6.988 -10.026 12.300
O -6.745 -11.376 10.198
C -5.706 -12.136 10.864
C -6.015 -13.605 10.581
C -5.403 -9.155 10.411
H -5.638 -11.977 11.943
H -4.739 -11.880 10.433
H -6.976 -13.899 11.006
H -5.258 -14.150 11.151
H -5.980 -13.921 9.540
H -5.396 -8.937 9.342
H -4.548 -9.798 10.631
H -5.246 -8.244 10.986
O -9.767 -12.869 15.172
S -8.348 -12.556 15.293
O -7.883 -11.195 15.409
O -7.792 -13.394 16.600
C -8.269 -14.749 16.746
C -8.523 -14.923 18.255
C -7.450 -13.338 13.968
H -7.483 -15.413 16.383
H -9.127 -14.919 16.097
H -7.600 -14.869 18.829
H -8.961 -15.900 18.466
H -9.265 -14.191 18.571
H -6.432 -12.943 14.071
H -7.875 -12.999 13.023
H -7.578 -14.417 14.015
O -3.246 -6.749 15.559
S -4.515 -6.215 15.971
O -5.731 -6.987 15.783
O -4.493 -5.914 17.581
C -3.223 -5.415 18.037
C -3.414 -5.025 19.504
C -4.791 -4.513 15.266
H -2.766 -4.647 17.410
H -2.504 -6.235 17.992
H -2.498 -4.616 19.933
H -3.706 -5.920 20.052
H -4.156 -4.239 19.651
H -4.703 -4.594 14.185
H -4.080 -3.846 15.746
H -5.830 -4.258 15.452
*
```

Its total energy is -5777.97309 a.u. The HOMO energy comes out at -0.0153 Eh. The energy above the lowest of the compared OMol25 structures with the same formula, charge and spin is 301.0 kJ/mol.

=====

No. 5
ORCA calculation (the ωB97M-V functional and the def2-TZVPD basis) on a molecular structure, C19H20AsCuN5OS.

The geometry in ORCA input format:
```
! RIJCOSX wB97M-V def2-TZVPD def2/J DEFGRID3
* xyz -1 1
Cu 0.616 -0.484 -0.255
N 4.070 -1.569 2.975
C 3.214 -0.944 2.071
S 1.941 -0.027 2.696
N 3.571 -1.174 0.819
N 2.714 -0.712 -0.154
C 3.314 -0.500 -1.270
C 2.569 -0.142 -2.471
C 3.228 0.371 -3.590
C 2.481 0.700 -4.704
C 1.104 0.511 -4.666
C 0.538 -0.003 -3.509
N 1.248 -0.334 -2.442
H 4.080 -1.129 3.881
H 4.974 -1.787 2.580
H 4.397 -0.603 -1.337
H 4.300 0.512 -3.572
H 2.959 1.109 -5.585
H 0.475 0.754 -5.512
H -0.530 -0.155 -3.421
C 1.428 -3.909 1.458
As -0.296 -3.223 0.967
C -1.453 -4.772 0.930
C -0.975 -2.138 2.390
O -0.312 -2.483 -0.515
H 1.328 -4.528 2.349
H 2.123 -3.094 1.635
H 1.784 -4.511 0.619
H -1.407 -5.313 1.873
H -1.133 -5.417 0.111
H -2.472 -4.434 0.746
H -1.055 -2.744 3.293
H -1.953 -1.766 2.082
H -0.292 -1.302 2.553
N -5.967 6.883 0.991
C -5.203 6.033 0.849
C -4.257 4.979 0.673
C -4.189 3.932 1.595
C -3.274 2.918 1.421
C -2.393 2.905 0.324
C -2.477 3.973 -0.589
C -3.390 4.991 -0.422
C -1.463 1.859 0.142
C -0.655 0.955 -0.017
H -4.857 3.922 2.447
H -3.216 2.108 2.134
H -1.802 3.979 -1.435
H -3.438 5.803 -1.138
*
```

Its total energy is -5359.46640 a.u. The HOMO energy comes out at -0.1455 Eh. The energy above the lowest of the compared OMol25 structures with the same formula, charge and spin is 0.0 kJ/mol.

=====

No. 6
ORCA calculation (the ωB97M-V functional and the def2-TZVPD basis) on a molecular structure, C32H31N4O5SZr in a non-equilibrium geometry.

The geometry in ORCA input format:
```
! RIJCOSX wB97M-V def2-TZVPD def2/J DEFGRID3
* xyz -1 1
Zr 0.105 -0.492 0.043
N 3.236 2.856 -1.117
C 2.682 1.794 -0.433
S 2.745 0.220 -1.132
N 2.119 2.100 0.695
N 1.535 0.965 1.240
C 1.728 0.845 2.493
C 1.404 -0.342 3.268
C 1.340 -0.272 4.661
C 1.146 -1.406 5.429
C 1.063 -2.645 4.789
C 1.154 -2.744 3.414
C 1.297 -1.592 2.617
O 1.313 -1.679 1.311
H 3.268 2.691 -2.100
H 2.815 3.741 -0.865
H 2.244 1.659 2.994
H 1.440 0.701 5.141
H 1.077 -1.335 6.509
H 0.919 -3.548 5.378
H 1.083 -3.701 2.906
C -2.719 1.514 0.964
N -1.344 1.770 1.384
C -1.311 1.924 2.831
C -0.849 2.982 0.753
C -0.671 2.776 -0.719
C -0.959 3.846 -1.565
C -0.768 3.740 -2.934
C -0.290 2.542 -3.448
C -0.021 1.480 -2.592
C -0.201 1.543 -1.200
H -3.388 2.304 1.333
H -3.049 0.549 1.354
H -2.772 1.488 -0.122
H -2.008 2.707 3.161
H -0.313 2.209 3.156
H -1.577 0.984 3.310
H 0.113 3.221 1.201
H -1.527 3.824 0.947
H -1.334 4.775 -1.139
H -0.990 4.576 -3.588
H -0.128 2.431 -4.517
H 0.368 0.568 -3.027
C -3.685 -0.525 -2.454
C -2.327 -0.987 -2.025
O -1.908 -0.496 -1.000
C -1.592 -1.979 -2.791
C -2.265 -2.749 -3.759
C -1.639 -3.768 -4.431
C -0.289 -4.032 -4.148
C 0.401 -3.292 -3.224
C -0.227 -2.239 -2.520
O 0.488 -1.544 -1.698
H -3.879 0.437 -1.981
H -4.436 -1.244 -2.109
H -3.765 -0.430 -3.533
H -3.310 -2.549 -3.960
H -2.176 -4.359 -5.160
H 0.220 -4.838 -4.666
H 1.444 -3.478 -3.002
O -1.044 -2.658 0.252
C -1.536 -2.253 1.320
O -1.352 -1.043 1.682
C -2.324 -3.156 2.213
C -2.776 -2.694 3.444
C -3.485 -3.542 4.283
C -3.740 -4.850 3.891
C -3.284 -5.313 2.663
C -2.574 -4.466 1.823
H -2.550 -1.673 3.732
H -3.836 -3.185 5.246
H -4.290 -5.514 4.548
H -3.481 -6.336 2.362
H -2.199 -4.800 0.864
*
```

Its total energy is -2278.75399 a.u. The HOMO energy comes out at -0.1609 Eh. The energy above the lowest of the compared OMol25 structures with the same formula, charge and spin is 43.4 kJ/mol.

=====

- Among the records above, which one has the lowest energy above the lowest of the compared OMol25 structures with the same formula, charge and spin?
  C19H20AsCuN5OS

=====

- energy above the lowest of the compared OMol25 structures with the same formula, charge and spin of number 4 (C18H48CaO22PS6)?
  301.0 kJ/mol

=====

- Look up the energy above the lowest of the compared OMol25 structures with the same formula, charge and spin of the second one.
  650.5 kJ/mol

=====

- Which of these has the highest energy above the lowest of the compared OMol25 structures with the same formula, charge and spin?
  C2H3OYb